No. 1
DFT (ωB97M-V with the def2-TZVPD basis set) results for C5H8O as an isolated structure.

Computed properties:
* DFT total energy: -7358.3475 eV
* gap between HOMO and LUMO: 9.87 eV
* HOMO level: -8.93 eV

Each line ends with the Mulliken charge.
Atoms and positions in Å:
C1 -1.6237 1.0508 -0.3062  -1.2504
C2 -0.7354 -0.1801 -0.3415  0.5520
O1 0.4628 0.1417 -1.0873  -0.4180
C3 1.5707 -0.4221 -0.4329  -0.3676
C4 1.0289 -0.8011 0.9315  -0.1954
C5 -0.3627 -0.7438 1.0076  -0.7359
H1 -1.8298 1.4024 -1.3212  0.3112
H2 -2.5682 0.8244 0.1960  0.3569
H3 -1.1220 1.8576 0.2399  0.3145
H4 -1.2607 -1.0033 -0.8555  0.2674
H5 1.9393 -1.3294 -0.9406  0.2521
H6 2.3928 0.3024 -0.3952  0.2599
H7 1.6650 -1.2189 1.7133  0.4611
H8 0.4431 0.1195 1.5921  0.1922

No. 2
DFT (ωB97M-V with the def2-TZVPD basis set) results for a 3-piece molecular cluster, C5H8N2 overall.

Computed properties:
* DFT total energy: -8290.4253 eV
* gap between HOMO and LUMO: 10.65 eV
* HOMO level: -9.69 eV

Each line ends with the natural charge from an NBO analysis.
Atoms and positions in Å:
C1 -1.9547 0.1567 0.0974  -0.6494
C2 -0.5546 -0.2038 -0.2694  0.0708
C3 0.5793 0.6840 -0.6919  -0.2198
C4 0.5524 2.1212 -0.5446  0.2696
N1 0.4856 3.2793 -0.4522  -0.3072
N2 0.5639 -0.0949 0.5469  -0.3812
C5 1.4743 -1.0876 0.8512  -0.2891
H1 -2.0059 1.1416 0.5664  0.2359
H2 -2.5805 0.1705 -0.7959  0.2320
H3 -2.3669 -0.5780 0.7964  0.2297
H4 -0.1688 -1.5144 -0.8443  0.1082
H5 1.1981 0.3234 -1.5161  0.2396
H6 1.1577 -1.9161 -0.3874  0.0304
H7 1.1127 -1.7713 1.6215  0.2131
H8 2.4905 -0.7643 0.9748  0.2174